Density functional theory data (ωB97M-V/def2-TZVPD) for a cluster of 9 separate species, C27H77N5O12 in total in a non-equilibrium geometry.

Last column: Löwdin charge in e.
Element x y z (Å)
C: -1.6355 3.9568 0.8772  -0.05
O: -0.3679 3.7541 0.2090  -0.24
C: 0.1124 4.9045 -0.4817  -0.18
C: 1.3151 4.4103 -1.3300  -0.44
C: 2.0374 5.4922 -2.0721  -0.08
N: 0.8837 3.5168 -2.3937  0.06
H: -2.4989 4.3693 0.3552  0.10
H: -1.4750 4.4597 1.8308  0.09
H: -1.8834 2.9838 1.3014  0.06
H: -0.6355 5.1851 -1.2233  0.13
H: 0.2419 5.7765 0.1594  0.12
H: 2.0192 3.8543 -0.7111  0.11
H: 2.9011 5.2160 -2.6770  0.09
H: 2.3763 6.1944 -1.3104  0.07
H: 1.4006 6.0689 -2.7428  0.08
H: 0.1411 3.9838 -2.8942  0.08
H: 0.3580 2.7653 -1.9705  0.04
C: 6.6555 5.0366 0.6120  -0.09
O: 5.6389 4.5133 1.4546  -0.19
C: 4.3070 4.9064 1.1708  -0.21
C: 3.3732 4.2081 2.1045  -0.46
C: 3.3837 2.6958 1.9971  -0.04
N: 2.0209 4.7001 2.0356  0.06
H: 6.3921 4.8165 -0.4225  0.09
H: 7.6550 4.6913 0.8764  0.09
H: 6.6687 6.0973 0.8624  0.08
H: 4.2668 5.9892 1.2886  0.12
H: 3.9892 4.6975 0.1493  0.11
H: 3.6453 4.4537 3.1311  0.14
H: 4.3678 2.2507 2.1438  0.09
H: 3.0734 2.4407 0.9838  0.07
H: 2.6354 2.3487 2.7096  0.07
H: 1.9657 5.7085 2.0252  0.08
H: 1.5619 4.4252 1.1790  0.02
C: -4.1496 2.2587 3.1213  -0.10
O: -4.1267 2.4985 1.7441  -0.23
C: -5.1849 1.8867 1.0128  -0.20
C: -4.8363 1.8611 -0.4126  -0.45
C: -5.8357 1.4608 -1.3752  -0.06
N: -3.7098 0.9548 -0.6419  0.08
H: -4.2424 1.1886 3.3068  0.08
H: -4.9371 2.8052 3.6402  0.09
H: -3.1388 2.4997 3.4503  0.09
H: -5.2757 0.8604 1.3683  0.12
H: -6.0881 2.4105 1.3260  0.13
H: -4.5823 2.9091 -0.5717  0.15
H: -6.7573 1.9094 -1.0044  0.09
H: -5.9996 0.3959 -1.5403  0.09
H: -5.6137 1.8970 -2.3492  0.09
H: -3.9195 -0.0189 -0.4745  0.04
H: -3.0009 1.1845 0.0398  0.06
C: -2.1075 -7.0854 -0.5480  -0.08
O: -0.7951 -6.6789 -0.0637  -0.18
C: -0.7307 -5.2873 0.1013  -0.23
C: 0.6487 -5.0056 0.6822  -0.43
C: 0.7520 -5.3969 2.1563  -0.05
N: 0.9969 -3.6224 0.4746  0.06
H: -2.9451 -6.7576 0.0677  0.08
H: -2.1591 -8.1742 -0.5492  0.08
H: -2.2130 -6.7070 -1.5647  0.08
H: -0.8667 -4.7718 -0.8494  0.12
H: -1.4164 -4.8888 0.8491  0.11
H: 1.4468 -5.5617 0.1903  0.13
H: 1.7790 -5.3077 2.5103  0.07
H: 0.4114 -6.4171 2.3329  0.08
H: 0.1010 -4.7603 2.7555  0.06
H: 0.8951 -3.1965 -0.4355  0.01
H: 0.4074 -3.0803 1.0900  0.03
C: 3.8609 -4.9518 -3.6719  -0.09
O: 3.5807 -3.5964 -3.2950  -0.18
C: 2.2860 -3.3917 -2.8256  -0.19
C: 1.9311 -1.9411 -2.3161  -0.41
C: 2.8718 -1.3768 -1.2427  -0.05
N: 0.5908 -1.8554 -1.8412  0.04
H: 3.5226 -5.6399 -2.8972  0.08
H: 4.9170 -5.0368 -3.9277  0.09
H: 3.2641 -5.2117 -4.5463  0.08
H: 1.5517 -3.6067 -3.6020  0.12
H: 2.1487 -4.0547 -1.9714  0.11
H: 2.0517 -1.2182 -3.1229  0.13
H: 3.1780 -2.0685 -0.4579  0.07
H: 2.4376 -0.4931 -0.7751  0.06
H: 3.7062 -0.9432 -1.7940  0.08
H: -0.0046 -1.9160 -2.6547  0.03
H: 0.4164 -0.8857 -1.6190  0.05
O: -0.6265 -2.1129 -4.3442  -0.08
C: -1.6915 -1.2438 -4.5313  -0.24
C: -2.1472 -0.6641 -3.1918  -0.21
O: -3.3083 0.2068 -3.3530  -0.10
H: 0.0856 -1.8598 -4.9361  0.10
H: -1.4168 -0.4419 -5.2166  0.13
H: -2.4949 -1.8063 -5.0070  0.12
H: -1.3587 -0.0138 -2.8129  0.10
H: -2.4203 -1.4267 -2.4625  0.11
H: -3.5560 0.4762 -2.4655  0.00
O: 0.0835 -0.4282 3.8140  -0.07
C: 1.4846 -0.6082 4.0207  -0.22
C: 1.9508 -1.8909 3.4200  -0.27
O: 3.2045 -2.2484 3.9581  -0.03
H: -0.1800 0.2621 4.4268  0.10
H: 1.9924 0.2218 3.5293  0.10
H: 1.7471 -0.5067 5.0738  0.13
H: 1.9016 -1.6346 2.3617  0.11
H: 1.2409 -2.7168 3.4672  0.11
H: 3.4586 -2.9488 3.3527  0.09
O: -1.3300 -2.4086 2.2106  -0.09
C: -2.6497 -1.9488 1.8730  -0.19
C: -3.0490 -2.5085 0.4774  -0.21
O: -4.1627 -1.8298 -0.0854  -0.10
H: -0.8995 -1.7426 2.7516  0.03
H: -3.4054 -2.2773 2.5865  0.12
H: -2.6757 -0.8597 1.8365  0.10
H: -3.4443 -3.5199 0.5713  0.12
H: -2.2596 -2.4252 -0.2695  0.11
H: -4.9365 -2.2037 0.3425  0.10
C: -0.1446 0.3665 0.5138  -0.13
O: -0.2311 1.1592 -0.6742  -0.14
H: 0.7662 0.5430 1.0860  0.07
H: -0.8986 0.7171 1.2186  0.06
H: -0.2899 -0.7079 0.4004  0.06
H: -0.3469 2.0853 -0.4492  0.02

Net charge   0
HOMO-LUMO gap   8.402 eV
DFT total energy   -2251.3431 Eh
Structure (SMILES)   COC[C@H](C)N.COC[C@H](C)N.COC[C@H](C)N.COC[C@H](C)N.COC[C@H](C)N.OCCO.OCCO.OCCO.CO
Relative energy (zero: lowest compared OMol25 entry of this formula, charge and spin)   1.820 eV

***

Density functional theory data (ωB97M-V/def2-TZVPD) for a cluster of 9 separate species, C27H80O35P8S in total in a non-equilibrium geometry.

Last column: Löwdin charge in e.
Element x y z (Å)
C: -27.9180 3.0534 -6.9410  -0.06
C: -27.2649 1.7196 -6.6361  -0.27
O: -27.1741 1.5663 -5.2025  -0.23
S: -26.2153 0.3772 -4.7679  0.55
C: -24.5975 1.0794 -4.9110  -0.10
O: -26.5353 0.1374 -3.4054  -0.27
O: -26.3258 -0.7086 -5.6967  -0.28
H: -27.9836 3.2234 -8.0138  0.06
H: -27.2926 3.8256 -6.4887  0.08
H: -28.9013 3.0677 -6.4683  0.08
H: -27.8026 0.9134 -7.1293  0.11
H: -26.2511 1.7519 -7.0442  0.09
H: -24.3685 1.5337 -3.9515  0.06
H: -24.5674 1.8141 -5.7112  0.07
H: -23.9449 0.2556 -5.1843  0.05
C: -23.5520 1.7849 -10.9111  -0.07
O: -23.3751 0.3843 -10.7173  -0.18
P: -23.5426 -0.2850 -9.3237  0.33
O: -24.4374 0.3390 -8.3488  -0.21
O: -22.0359 -0.4410 -8.8881  -0.19
C: -21.6242 -0.8989 -7.5960  -0.08
O: -24.0087 -1.7268 -9.7738  -0.20
C: -24.5836 -2.6411 -8.8612  -0.10
H: -23.9690 2.2724 -10.0326  0.09
H: -24.2048 1.9649 -11.7637  0.07
H: -22.5963 2.2252 -11.2020  0.09
H: -20.8180 -0.2438 -7.2757  0.09
H: -21.3597 -1.9502 -7.5938  0.08
H: -22.4301 -0.7008 -6.8811  0.07
H: -24.4045 -3.6430 -9.2550  0.09
H: -25.6611 -2.5410 -8.7354  0.09
H: -24.1331 -2.6265 -7.8652  0.08
C: -30.5938 7.5425 -11.7614  -0.11
O: -29.2218 7.7146 -11.4078  -0.21
P: -28.8367 8.6214 -10.1466  0.32
O: -29.9537 9.3724 -9.5800  -0.23
O: -28.0532 7.6332 -9.2215  -0.20
C: -28.7245 6.5189 -8.6225  -0.07
O: -27.6212 9.4740 -10.6469  -0.20
C: -27.8209 10.8028 -11.1610  -0.08
H: -31.2382 8.3647 -11.4506  0.08
H: -30.9621 6.5834 -11.4092  0.08
H: -30.6239 7.6148 -12.8532  0.09
H: -29.3076 6.8548 -7.7716  0.10
H: -28.0176 5.7140 -8.4451  0.08
H: -29.3658 6.0597 -9.3846  0.08
H: -27.3275 10.8333 -12.1288  0.09
H: -27.3271 11.4722 -10.4638  0.09
H: -28.8650 11.0832 -11.2757  0.08
C: -21.0800 -3.6665 -0.4611  -0.08
O: -22.0823 -3.5211 -1.4734  -0.24
P: -23.5586 -4.0524 -1.1757  0.32
O: -24.1939 -3.4339 -0.0222  -0.21
O: -23.4110 -5.6096 -1.0606  -0.19
C: -22.8904 -6.3827 -2.1441  -0.08
O: -24.2362 -3.8546 -2.5747  -0.20
C: -24.4715 -2.5411 -3.0757  -0.08
H: -20.7909 -4.7132 -0.3582  0.09
H: -21.4236 -3.4416 0.5562  0.09
H: -20.3112 -2.9558 -0.7378  0.07
H: -22.7685 -5.7989 -3.0561  0.07
H: -23.5431 -7.2344 -2.3104  0.09
H: -21.8888 -6.7384 -1.8928  0.09
H: -24.1522 -1.7960 -2.3427  0.10
H: -25.4639 -2.4203 -3.4925  0.08
H: -23.7691 -2.3203 -3.8894  0.06
C: -29.7480 0.1823 3.7095  -0.11
O: -28.7200 -0.3304 2.8779  -0.19
P: -28.2006 0.4628 1.6153  0.33
O: -29.1041 1.5131 1.1382  -0.23
O: -27.8871 -0.6862 0.6003  -0.19
C: -27.1909 -0.3592 -0.6098  -0.09
O: -26.7362 0.9423 2.0130  -0.21
C: -26.5821 2.0041 2.9524  -0.09
H: -29.3496 0.4047 4.7010  0.09
H: -30.5545 -0.5425 3.8068  0.09
H: -30.1697 1.1061 3.3086  0.08
H: -26.7059 0.6183 -0.6079  0.09
H: -27.9172 -0.3845 -1.4154  0.07
H: -26.3812 -1.0618 -0.7983  0.08
H: -27.5307 2.4577 3.2388  0.08
H: -25.9432 2.7448 2.4732  0.09
H: -26.0705 1.6516 3.8478  0.09
C: -20.4148 -0.1637 -0.4208  -0.09
O: -20.4816 1.2447 -0.6106  -0.19
P: -20.9121 1.8404 -1.9968  0.33
O: -22.0411 1.1813 -2.6314  -0.21
O: -21.0648 3.3604 -1.6213  -0.21
C: -21.3456 4.3547 -2.6133  -0.07
O: -19.5901 1.8176 -2.8928  -0.22
C: -18.4417 2.5570 -2.4839  -0.09
H: -19.4484 -0.5264 -0.7830  0.10
H: -21.1604 -0.7008 -1.0151  0.07
H: -20.5727 -0.4334 0.6180  0.10
H: -22.1677 4.9558 -2.2343  0.09
H: -21.5436 3.9164 -3.5881  0.09
H: -20.4886 5.0278 -2.6792  0.09
H: -17.5723 1.9137 -2.6051  0.09
H: -18.4638 2.8226 -1.4239  0.09
H: -18.3512 3.4790 -3.0543  0.09
C: -31.0579 0.6993 -6.8824  -0.09
O: -30.7556 -0.3322 -5.9417  -0.21
P: -31.5914 -0.3465 -4.5921  0.31
O: -33.0187 -0.1656 -4.8061  -0.21
O: -31.1815 -1.7133 -3.9443  -0.19
C: -29.8834 -2.2754 -3.9883  -0.09
O: -30.8652 0.7542 -3.7296  -0.21
C: -31.2435 0.9333 -2.3650  -0.08
H: -31.4240 1.6132 -6.4237  0.09
H: -31.7486 0.3184 -7.6362  0.09
H: -30.1415 0.9011 -7.4426  0.07
H: -29.7025 -2.7014 -3.0003  0.09
H: -29.1022 -1.5175 -4.1118  0.08
H: -29.7017 -3.0426 -4.7387  0.09
H: -31.2289 1.9998 -2.1372  0.09
H: -30.4712 0.5137 -1.7172  0.08
H: -32.2303 0.5403 -2.1295  0.09
C: -20.9442 -1.5711 -3.9163  -0.07
O: -20.3426 -2.2042 -5.0447  -0.22
P: -19.5862 -3.5777 -4.8209  0.32
O: -18.7652 -3.6642 -3.6188  -0.21
O: -20.7136 -4.6860 -4.8245  -0.20
C: -21.7892 -4.5787 -5.7619  -0.09
O: -18.8447 -3.7954 -6.1865  -0.21
C: -17.7912 -2.8871 -6.5531  -0.07
H: -22.0057 -1.4595 -4.1251  0.07
H: -20.6154 -0.5376 -3.8247  0.07
H: -20.7601 -2.0439 -2.9576  0.07
H: -22.5060 -3.8222 -5.4449  0.08
H: -22.2853 -5.5475 -5.7965  0.09
H: -21.4021 -4.3946 -6.7664  0.08
H: -18.0122 -1.8980 -6.1472  0.08
H: -17.7809 -2.7607 -7.6326  0.09
H: -16.8583 -3.2966 -6.1806  0.09
C: -25.8984 3.8541 -13.1839  -0.09
O: -26.7863 4.0428 -12.0808  -0.20
P: -27.8904 2.9740 -11.7160  0.33
O: -28.6923 3.3942 -10.5707  -0.22
O: -28.6978 2.6733 -13.0468  -0.21
C: -29.7562 3.5720 -13.4036  -0.08
O: -26.9872 1.6846 -11.5476  -0.22
C: -27.6537 0.4150 -11.5497  -0.08
H: -25.8125 2.7934 -13.4063  0.08
H: -24.9273 4.2813 -12.9383  0.09
H: -26.2529 4.4315 -14.0389  0.09
H: -29.6517 3.8040 -14.4614  0.09
H: -29.7217 4.5119 -12.8506  0.08
H: -30.7223 3.1091 -13.2147  0.09
H: -27.3812 -0.1276 -12.4528  0.09
H: -28.7375 0.4896 -11.4552  0.09
H: -27.3221 -0.1645 -10.6870  0.09

Net charge   0
HOMO-LUMO gap   10.233 eV
DFT total energy   -6839.9003 Eh
Structure (SMILES)   CCOS(C)(=O)=O.COP(=O)(OC)OC.COP(=O)(OC)OC.COP(=O)(OC)OC.COP(=O)(OC)OC.COP(=O)(OC)OC.COP(=O)(OC)OC.COP(=O)(OC)OC.COP(=O)(OC)OC
Relative energy (zero: lowest compared OMol25 entry of this formula, charge and spin)   0.000 eV

***

Density functional theory data (ωB97M-V/def2-TZVPD) for a cluster of 13 separate species, C27H83N13O13 in total in a non-equilibrium geometry.

Last column: Löwdin charge in e.
Element x y z (Å)
C: -0.4150 -3.1865 -1.7241  -0.06
C: -0.4465 -3.9772 -3.0769  -0.38
C: -1.5321 -3.5562 -4.0981  -0.20
O: -1.4194 -4.4577 -5.1763  -0.19
C: -2.2186 -4.0104 -6.2785  -0.11
N: 0.9146 -3.9127 -3.5989  0.05
H: -0.3133 -2.1013 -1.7388  0.07
H: 0.1192 -3.6246 -0.8811  0.06
H: -1.3966 -3.1372 -1.2527  0.06
H: -0.5949 -4.9806 -2.6778  0.14
H: -1.3578 -2.5328 -4.4304  0.13
H: -2.5033 -3.6828 -3.6197  0.13
H: -3.2563 -3.8497 -5.9861  0.08
H: -2.3001 -4.7091 -7.1112  0.08
H: -1.9155 -3.0418 -6.6760  0.08
H: 0.7371 -4.0498 -4.5837  0.08
H: 1.1166 -2.9238 -3.5617  0.07
C: -1.6990 -2.2009 2.0887  -0.05
C: -0.5910 -1.1803 2.0629  -0.37
C: -0.7098 -0.1372 0.9010  -0.18
O: 0.4566 0.5943 0.6508  -0.22
C: 0.6875 0.7889 -0.7043  -0.11
N: -0.4662 -0.3807 3.2905  0.07
H: -1.6811 -2.8434 1.2083  0.07
H: -2.6658 -1.7166 2.2256  0.07
H: -1.7606 -2.9154 2.9095  0.05
H: 0.3604 -1.6551 1.8232  0.11
H: -1.5147 0.5444 1.1762  0.10
H: -1.0644 -0.5926 -0.0237  0.11
H: 1.1082 -0.0879 -1.1966  0.07
H: 1.3065 1.6798 -0.8102  0.08
H: -0.2260 1.0626 -1.2321  0.07
H: -1.2339 0.2756 3.2935  0.04
H: -0.6023 -0.9322 4.1256  0.08
C: 2.6332 4.7166 -0.7867  -0.10
C: 3.2839 4.5609 -2.1219  -0.40
C: 3.1883 5.8808 -2.9896  -0.22
O: 3.9098 6.9282 -2.3800  -0.20
C: 4.0176 8.0796 -3.2610  -0.11
N: 4.7062 4.2263 -1.8022  0.04
H: 2.5632 3.7790 -0.2352  0.05
H: 1.6677 5.2220 -0.7641  0.07
H: 3.2735 5.3424 -0.1651  0.08
H: 2.8227 3.7242 -2.6465  0.11
H: 2.1867 6.1866 -3.2919  0.10
H: 3.7778 5.6671 -3.8812  0.11
H: 4.1925 8.9252 -2.5959  0.08
H: 3.1750 8.4300 -3.8570  0.08
H: 4.8943 8.0897 -3.9086  0.08
H: 5.0562 5.0146 -1.2767  0.06
H: 5.2342 4.1917 -2.6625  0.06
C: -0.1112 3.6343 2.3350  -0.08
C: -1.4689 4.0223 1.7640  -0.27
O: -2.4527 3.7069 2.7997  -0.16
H: -0.0912 2.5975 2.6710  0.06
H: 0.1829 4.2481 3.1863  0.08
H: 0.6101 3.7400 1.5246  0.06
H: -1.5644 3.4398 0.8476  0.08
H: -1.5383 5.0917 1.5650  0.10
H: -3.2509 4.2097 2.6220  0.09
C: 0.6357 -5.2681 2.0611  -0.08
C: 0.9776 -5.9840 3.3232  -0.35
O: 1.8350 -7.0832 3.1237  -0.07
H: 1.4441 -5.2202 1.3314  0.07
H: 0.3241 -4.2460 2.2761  0.06
H: -0.1666 -5.8430 1.5986  0.08
H: 0.0578 -6.3502 3.7793  0.10
H: 1.4284 -5.3390 4.0775  0.11
H: 1.3042 -7.7653 2.7060  0.08
C: -0.3983 3.1964 -4.8602  -0.15
C: -0.3173 3.2832 -3.3405  -0.35
O: -1.5243 3.7991 -2.7814  -0.30
H: -0.7754 4.1259 -5.2865  0.05
H: -1.0628 2.3871 -5.1628  0.06
H: 0.5857 3.0532 -5.3068  0.07
H: 0.4490 3.9914 -3.0252  0.08
H: -0.0740 2.2705 -3.0188  0.08
H: -1.7108 4.6518 -3.1810  0.01
C: -1.8692 -3.5337 5.7638  -0.07
C: -1.3536 -2.7220 6.9932  -0.29
O: -1.1427 -3.6982 8.0166  -0.10
H: -1.1188 -4.2669 5.4683  0.06
H: -2.2089 -2.8283 5.0055  0.04
H: -2.7402 -4.1590 5.9600  0.07
H: -2.1365 -2.0637 7.3697  0.11
H: -0.4315 -2.1938 6.7506  0.11
H: -0.4732 -3.2906 8.5709  0.07
C: 2.6902 -2.5517 0.0886  -0.08
C: 3.0309 -2.9163 -1.3435  -0.30
O: 2.7430 -4.3060 -1.5914  -0.10
H: 2.8129 -1.4822 0.2591  0.06
H: 3.2237 -3.1950 0.7884  0.08
H: 1.6395 -2.6528 0.3607  0.03
H: 4.0691 -2.6729 -1.5697  0.11
H: 2.4810 -2.2783 -2.0353  0.07
H: 1.8569 -4.4160 -1.9439  0.01
C: -3.2853 0.8805 4.6067  -0.87
O: -3.6943 -0.0118 5.2343  0.07
N: -2.4920 1.8194 4.9967  0.18
N: -3.4711 0.9840 3.3175  0.17
H: -2.4553 1.8682 6.0048  0.12
H: -2.1838 2.5721 4.3979  0.08
H: -3.7782 0.1310 2.8724  0.07
H: -3.1023 1.7860 2.8268  0.08
C: 4.3564 0.9075 -3.6429  -0.80
O: 4.2175 1.2873 -4.8060  0.01
N: 3.3789 0.5393 -2.8385  0.16
N: 5.4668 0.8565 -3.0254  0.17
H: 2.5241 0.2946 -3.3175  0.11
H: 3.4859 0.5683 -1.8346  0.09
H: 5.2029 0.9219 -2.0526  0.11
H: 6.3266 1.2067 -3.4230  0.13
C: -5.4513 -1.3912 0.9195  -0.73
O: -5.0735 -0.2432 1.2377  -0.01
N: -5.4702 -1.9617 -0.2419  0.18
N: -6.0332 -2.2412 1.7332  0.15
H: -5.1765 -1.4423 -1.0568  0.08
H: -5.6674 -2.9518 -0.2140  0.11
H: -6.1216 -1.9561 2.6981  0.12
H: -6.4100 -3.0989 1.3558  0.11
C: -3.3835 0.6283 -2.1056  -0.78
O: -3.8575 -0.4776 -2.3203  -0.01
N: -3.0624 0.9632 -0.8994  0.18
N: -3.0296 1.5195 -2.9961  0.19
H: -2.5126 1.7814 -0.6795  0.09
H: -3.5199 0.4460 -0.1623  0.08
H: -3.2453 1.1846 -3.9242  0.11
H: -2.3887 2.2706 -2.7835  0.04
C: 3.2418 0.7887 3.0352  -0.80
O: 4.4215 0.8620 3.4087  -0.02
N: 2.3534 0.2105 3.7174  0.18
N: 2.7531 1.2979 1.9322  0.18
H: 2.5426 -0.1772 4.6306  0.12
H: 1.4182 0.1347 3.3435  0.05
H: 3.3629 1.7147 1.2434  0.11
H: 1.9079 0.8717 1.5799  0.05

Net charge   -1
HOMO-LUMO gap (alpha / beta)   1.833 / 8.933 eV
Multiplicity   2
DFT total energy   -2768.4142 Eh
⟨S²⟩   0.75
Relative energy (zero: lowest compared OMol25 entry of this formula, charge and spin)   0.000 eV